1.
{
  "formula": "C5H8BrClFN",
  "method": "ωB97M-V with the def2-TZVPD basis set",
  "symbols": ["C", "C", "C", "C", "C", "N", "F", "Cl", "Br", "H", "H", "H", "H", "H", "H", "H", "H"],
  "xyz": [[0.153946, 1.846653, -1.058686], [-0.210296, -1.078877, -1.079805], [-0.374731, 0.514068, 1.557156], [-1.559312, -0.507773, -0.549709], [-1.179477, 0.677503, 0.324995], [1.157800, 2.027081, -0.431617], [-0.202107, 2.164255, -2.284576], [-2.322686, -1.718992, 0.544145], [-2.590631, 1.983380, 0.507493], [-0.528369, -2.019021, -1.715246], [0.070142, -0.294744, -1.732304], [0.379199, -1.292097, -0.324257], [0.278896, 1.309959, 1.564259], [0.262598, -0.401183, 1.495473], [-0.790515, 0.425708, 2.508949], [-2.230237, -0.255072, -1.375818], [2.063235, 2.181172, -0.750337]],
  "atomic_forces_ev_per_a": [[-3.24, -2.07, 2.56], [-6.03, -1.26, -4.53], [1.02, -2.45, -1.72], [1.60, 0.06, 0.83], [-0.15, 2.06, -2.58], [0.89, -0.57, 1.53], [-0.16, -0.15, -0.53], [-0.33, -0.07, -0.23], [-0.27, -0.19, 0.25], [1.09, 1.67, 1.27], [1.12, 0.24, -0.76], [3.19, -1.07, 3.29], [1.66, 1.93, 0.18], [-0.37, 0.61, -0.23], [-1.68, 0.14, 1.21], [0.03, -0.02, 0.45], [1.63, 1.15, -1.00]],
  "spin_multiplicity": 1,
  "e_lumo_ev": [0.16, 0.16]
}

***

2.
{
  "formula": "C20H25F15O10",
  "method": "ωB97M-V with the def2-TZVPD basis set",
  "symbols": ["C", "C", "O", "C", "O", "C", "F", "F", "F", "H", "H", "H", "H", "H", "C", "C", "O", "C", "O", "C", "F", "F", "F", "H", "H", "H", "H", "H", "C", "C", "O", "C", "O", "C", "F", "F", "F", "H", "H", "H", "H", "H", "C", "C", "O", "C", "O", "C", "F", "F", "F", "H", "H", "H", "H", "H", "C", "C", "O", "C", "O", "C", "F", "F", "F", "H", "H", "H", "H", "H"],
  "xyz": [[-3.213240, 1.669197, -6.149289], [-2.316108, 1.411227, -4.903114], [-2.964438, 0.503291, -3.946479], [-2.315899, -0.579676, -3.689136], [-1.274363, -0.947478, -3.996523], [-3.250068, -1.600616, -2.908957], [-3.639317, -2.439909, -3.847321], [-2.438540, -2.286320, -2.093304], [-4.328328, -1.175741, -2.246700], [-4.156836, 2.088853, -5.723180], [-3.477122, 0.816860, -6.742583], [-2.711768, 2.391011, -6.812178], [-2.212105, 2.402862, -4.359755], [-1.334219, 1.063696, -5.170178], [-2.242203, 3.443937, 0.062540], [-1.274903, 4.463284, -0.466794], [-0.118195, 3.705080, -0.834042], [0.880762, 4.339947, -1.441572], [0.896190, 5.464417, -1.805021], [2.023175, 3.255287, -1.695483], [3.180603, 3.859633, -1.852328], [2.122133, 2.274250, -0.779724], [1.621198, 2.698822, -2.797335], [-3.252398, 3.866102, 0.139605], [-1.993674, 3.078397, 1.128179], [-2.445425, 2.590048, -0.562589], [-1.059936, 5.115059, 0.354477], [-1.733745, 4.984761, -1.283443], [4.334634, 0.098227, 1.692700], [3.269874, -0.139592, 2.858251], [2.350023, 0.980215, 2.892172], [1.519123, 0.990109, 3.942088], [1.272774, 0.149490, 4.840884], [0.653320, 2.291068, 3.727480], [1.464829, 3.329553, 3.653288], [-0.056698, 2.133071, 2.593232], [-0.238699, 2.453077, 4.759961], [4.717557, -0.847857, 1.349021], [5.073764, 0.791915, 2.084274], [3.751707, 0.608070, 0.935051], [3.665667, -0.270091, 3.867763], [2.639575, -0.996871, 2.614214], [-1.324968, -2.882785, 5.466805], [-0.682911, -2.734717, 4.151437], [-0.038112, -4.079340, 3.833155], [0.752225, -4.123602, 2.811274], [1.210867, -3.141388, 2.266941], [1.000138, -5.685979, 2.576849], [1.871879, -6.078024, 3.499909], [-0.081045, -6.423565, 2.757276], [1.499633, -5.936336, 1.347943], [-0.505060, -3.190329, 6.114742], [-2.000691, -3.703569, 5.402571], [-1.751930, -1.919806, 5.708591], [0.160098, -2.014500, 4.142959], [-1.339341, -2.591300, 3.309148], [2.193255, -1.836575, -2.988896], [1.523080, -0.611366, -2.427854], [0.873552, -1.003396, -1.165826], [-0.243235, -0.383282, -0.935251], [-0.806017, 0.522060, -1.529641], [-0.808530, -0.801353, 0.474373], [-1.071093, -2.119490, 0.460874], [0.190588, -0.604846, 1.351400], [-1.828909, -0.084274, 0.788930], [2.807342, -1.592846, -3.877000], [1.438055, -2.526172, -3.266593], [2.868428, -2.392893, -2.344889], [0.611812, -0.403653, -3.096549], [2.092227, 0.316688, -2.220798]],
  "atomic_forces_ev_per_a": [[-0.26, 0.72, 1.69], [-0.75, 1.76, -0.06], [-0.17, 1.87, -1.38], [-4.79, -0.37, 2.59], [4.53, -1.24, -1.71], [1.33, 0.50, -0.11], [-0.86, -0.88, -0.77], [-0.36, 0.01, 0.64], [0.58, 0.18, -0.12], [0.60, -0.09, -0.74], [0.10, -0.74, -0.09], [-0.24, -0.09, 0.39], [-0.04, -1.30, -0.53], [0.28, -0.38, 0.10], [-1.23, -0.57, 2.15], [-0.83, -1.37, 0.55], [0.65, 0.31, -0.23], [-0.01, -1.66, 1.23], [0.39, 0.77, -0.34], [-1.51, 1.61, 1.32], [0.64, -0.16, -0.05], [0.20, 0.60, 0.11], [0.09, -1.18, -2.17], [0.24, 0.42, 0.19], [-0.13, 0.48, -1.77], [0.65, -0.41, -0.42], [0.54, 0.77, 0.13], [0.30, 0.40, -0.66], [-2.03, 0.65, 2.24], [0.48, -0.71, -1.25], [0.00, -0.27, 1.61], [-1.74, -1.61, 1.26], [1.53, 2.81, -3.29], [-0.62, -1.66, 1.36], [-0.40, 0.58, -0.16], [0.29, 0.58, 0.43], [1.09, 0.10, -1.26], [0.28, -0.13, -0.07], [0.37, -0.19, -0.29], [0.16, -0.07, -0.49], [0.24, 0.02, -0.26], [0.23, -0.17, 0.07], [1.07, -0.20, -0.17], [2.24, -0.66, -1.28], [-1.64, 0.70, 1.25], [0.36, 0.63, -0.36], [0.08, -1.76, -0.33], [0.66, 1.09, -0.77], [0.69, -0.15, 0.14], [-0.51, 0.09, -0.33], [-0.22, 0.16, 0.66], [-0.29, 0.34, 0.61], [-0.99, -0.32, 0.28], [-0.29, -0.04, 0.52], [-0.75, -0.22, -0.04], [-0.30, 0.37, -0.19], [1.40, 0.45, -0.30], [-1.94, 0.24, -0.79], [0.37, 0.05, -0.58], [-1.58, 1.68, 1.21], [0.93, -1.25, 0.11], [2.59, -0.93, -1.92], [-0.60, 0.20, 0.42], [-0.27, 0.16, 0.54], [-1.36, 0.35, 0.67], [-0.52, 0.07, 0.28], [-0.77, -0.65, -0.47], [0.06, 0.34, 0.55], [1.85, 0.24, 0.71], [-0.10, -0.88, -0.28]],
  "smiles": "CCOC(=O)C(F)(F)F.CCOC(=O)C(F)(F)F.CCOC(=O)C(F)(F)F.CCOC(=O)C(F)(F)F.CCOC(=O)C(F)(F)F",
  "spin_multiplicity": 1,
  "de_lowest_kj_mol": 187.5,
  "e_lumo_ev": 0.53
}

***

3.
{
  "formula": "C40H42IrN3P2",
  "method": "ωB97M-V with the def2-TZVPD basis set",
  "symbols": ["Ir", "C", "C", "C", "C", "N", "C", "C", "C", "C", "C", "C", "C", "H", "H", "H", "H", "H", "H", "H", "H", "N", "C", "C", "C", "N", "H", "H", "H", "H", "H", "H", "H", "H", "H", "H", "C", "C", "P", "C", "C", "C", "C", "C", "C", "C", "C", "C", "C", "C", "C", "P", "C", "C", "C", "C", "C", "C", "C", "C", "C", "C", "C", "C", "H", "H", "H", "H", "H", "H", "H", "H", "H", "H", "H", "H", "H", "H", "H", "H", "H", "H", "H", "H", "H", "H", "H", "H"],
  "xyz": [[-0.079361, -0.078419, 0.191455], [1.029807, 1.448443, 4.432055], [1.661357, 2.656821, 4.171002], [1.770237, 3.097183, 2.865377], [1.251106, 2.324803, 1.825871], [0.651082, 1.158197, 2.100589], [0.544797, 0.731269, 3.358115], [1.313872, 2.705521, 0.404347], [1.889815, 3.908424, -0.008399], [1.957276, 4.242913, -1.350090], [1.448129, 3.378167, -2.306749], [0.860661, 2.185804, -1.903333], [0.792848, 1.829189, -0.563988], [0.913508, 1.071176, 5.437641], [2.060664, 3.252966, 4.980669], [2.259957, 4.035396, 2.656192], [0.048089, -0.217542, 3.514060], [2.283257, 4.607853, 0.716496], [2.397426, 5.184861, -1.648711], [1.500107, 3.632493, -3.357334], [0.450651, 1.536537, -2.668938], [-2.026185, 1.348184, 0.271890], [-3.287085, 1.014845, 0.969097], [-3.960552, -0.211365, 0.370739], [-3.315796, -1.522849, 0.788087], [-1.957183, -1.696598, 0.227568], [-1.627226, 2.178950, 0.700227], [-2.232794, 1.602047, -0.690312], [-3.976599, 1.861033, 0.922770], [-3.052372, 0.844991, 2.022050], [-3.965338, -0.129628, -0.721511], [-4.998340, -0.227400, 0.703247], [-3.954112, -2.351595, 0.471771], [-3.249056, -1.562229, 1.877014], [-2.037030, -1.890359, -0.769048], [-1.549128, -2.528668, 0.646127], [2.103578, -2.473759, -1.547589], [1.574913, -3.181347, -0.307762], [1.243934, -1.986063, 1.054059], [2.872950, -1.345055, 1.553674], [3.590069, -1.835920, 2.643094], [4.795954, -1.251122, 3.001535], [5.288240, -0.162410, 2.296702], [4.579728, 0.331951, 1.210191], [3.383458, -0.256560, 0.839530], [0.642701, -3.077599, 2.375852], [1.293930, -4.273986, 2.684197], [0.825944, -5.071882, 3.715319], [-0.297168, -4.694811, 4.439823], [-0.970336, -3.526602, 4.117079], [-0.503077, -2.723276, 3.087879], [1.006695, -1.101093, -2.106893], [-0.485471, -1.892946, -2.777757], [-1.591920, -1.060452, -2.982944], [-2.760943, -1.565981, -3.531176], [-2.838371, -2.911423, -3.868135], [-1.743548, -3.741052, -3.669860], [-0.567360, -3.236753, -3.131033], [1.903446, -0.526561, -3.583280], [3.260094, -0.213172, -3.474266], [3.974013, 0.173413, -4.595552], [3.337483, 0.279900, -5.824795], [1.979896, 0.014117, -5.927023], [1.258723, -0.380968, -4.811219], [2.256629, -3.167822, -2.374640], [3.071003, -2.018846, -1.327115], [2.292171, -3.928193, 0.032022], [0.631533, -3.694367, -0.516348], [3.212388, -2.662451, 3.225972], [5.349728, -1.650871, 3.840582], [6.221203, 0.295236, 2.596828], [4.950308, 1.185592, 0.656357], [2.839697, 0.134015, -0.014881], [2.165359, -4.588461, 2.125441], [1.341262, -5.993236, 3.952087], [-0.650691, -5.316738, 5.251096], [-1.858902, -3.242632, 4.665631], [-1.037460, -1.815195, 2.828244], [-1.515720, -0.008046, -2.723289], [-3.604432, -0.910051, -3.706003], [-3.746852, -3.311614, -4.298035], [-1.796789, -4.785066, -3.948952], [0.279873, -3.899062, -3.005817], [3.763325, -0.262537, -2.515721], [5.030554, 0.390523, -4.511113], [3.900181, 0.575285, -6.699989], [1.481510, 0.107291, -6.882842], [0.202050, -0.594795, -4.905614]],
  "atomic_forces_ev_per_a": [[0.57, 0.75, 0.25], [-0.01, 0.00, -0.06], [-0.02, 0.00, -0.02], [0.00, -0.05, -0.04], [0.02, 0.11, 0.26], [-0.14, -0.12, -0.36], [0.01, -0.01, 0.23], [0.00, 0.03, -0.33], [-0.02, -0.02, 0.13], [0.01, 0.03, -0.08], [-0.06, 0.02, 0.06], [-0.05, 0.04, -0.12], [-0.47, -0.69, 0.26], [0.01, -0.01, 0.00], [0.01, 0.00, -0.01], [0.01, 0.01, -0.01], [0.06, 0.01, -0.03], [0.03, -0.01, 0.00], [0.03, -0.02, 0.02], [-0.02, 0.00, 0.00], [0.03, 0.00, 0.02], [0.03, -0.11, 0.15], [-0.16, -0.09, -0.04], [0.30, 0.01, 0.14], [-0.21, 0.10, -0.03], [0.11, 0.07, -0.15], [0.11, 0.02, -0.11], [0.06, 0.04, -0.03], [0.07, 0.04, 0.01], [0.00, 0.00, 0.00], [-0.11, -0.01, -0.01], [-0.03, -0.01, -0.07], [0.05, -0.04, 0.04], [0.05, -0.02, 0.00], [-0.02, -0.04, -0.02], [0.02, -0.03, -0.05], [-0.20, 0.15, 0.08], [-0.03, 0.21, -0.01], [0.23, -0.42, -0.04], [-0.13, 0.11, 0.00], [-0.08, 0.02, -0.04], [0.03, -0.02, 0.02], [-0.03, -0.07, 0.02], [0.04, 0.11, -0.05], [-0.04, -0.15, -0.05], [-0.15, 0.22, -0.07], [-0.05, 0.03, -0.03], [0.04, -0.05, 0.00], [0.00, 0.00, -0.01], [-0.07, 0.02, 0.03], [0.04, -0.02, -0.02], [0.15, -0.47, -0.18], [0.01, 0.20, 0.08], [0.07, -0.08, 0.01], [-0.04, 0.08, 0.02], [0.00, -0.01, -0.01], [0.02, -0.05, 0.00], [-0.02, -0.01, 0.03], [-0.08, 0.16, 0.12], [-0.08, 0.02, 0.05], [0.06, 0.03, 0.01], [-0.01, 0.00, 0.02], [0.01, 0.05, -0.07], [0.02, -0.07, 0.06], [0.03, 0.01, -0.02], [0.03, -0.03, -0.06], [0.00, -0.02, 0.03], [0.01, -0.01, 0.03], [-0.03, -0.04, 0.04], [-0.01, 0.03, 0.01], [0.00, 0.01, -0.03], [0.02, -0.03, 0.00], [-0.02, 0.12, 0.03], [0.04, 0.00, 0.03], [-0.01, 0.01, 0.01], [-0.01, -0.01, -0.02], [0.01, 0.00, 0.01], [0.00, -0.02, 0.04], [-0.05, 0.01, -0.04], [0.00, -0.02, -0.01], [0.00, 0.01, 0.00], [-0.02, 0.01, 0.01], [0.00, 0.02, 0.00], [0.04, -0.05, 0.00], [-0.01, 0.01, 0.01], [-0.01, 0.00, 0.00], [-0.01, 0.00, 0.01], [0.02, -0.03, -0.04]],
  "spin_multiplicity": 5,
  "total_charge": 2,
  "de_lowest_kj_mol": 0.0,
  "e_lumo_ev": [-4.80, -7.52]
}

***

Number 1: largest force on an atom 7.6 eV/A, E_tot -3384.0134 hartree. Number 2: largest force on an atom 5.5 eV/A, E_tot -3027.5144 hartree. Number 3: largest force on an atom 1.0 eV/A, E_tot -2500.2074 hartree.